ORCA calculation (ωB97M-V with the def2-TZVPD basis set) on C48H116AsF6N12O8Tl as an isolated structure.

Its HOMO energy is -12.31 eV. As for the energy: -167745.444 eV. The charge is +2. The largest force on an atom is 2.467 eV/Å.

Last column: Mulliken charge in e.
CARTESIAN COORDINATES (ANGSTROEM)
1 Tl -5.54 -2.70 -0.04  1.081
2 As -1.59 -0.15 -0.38  2.130
3 F -0.95 -1.50 -1.28  -0.468
4 F -2.35 0.48 -1.79  -0.622
5 F -2.06 1.24 0.52  -0.521
6 F -0.79 -0.82 0.99  -0.378
7 F -0.15 0.70 -0.87  -0.782
8 F -3.00 -1.01 0.03  -0.345
9 C 0.43 1.58 3.01  0.033
10 C 1.10 0.43 3.72  -0.289
11 N 1.00 0.43 5.17  0.281
12 C 1.58 1.63 5.76  -0.458
13 C 3.09 1.76 5.48  -0.778
14 C 1.55 -0.80 5.73  -0.191
15 C 1.63 -0.82 7.23  -1.556
16 H 1.01 2.50 3.13  0.152
17 H -0.59 1.76 3.37  0.366
18 H 0.30 1.39 1.95  -0.772
19 H 0.54 -0.48 3.46  0.122
20 H 2.15 0.27 3.43  0.276
21 H 1.08 2.49 5.32  0.221
22 H 1.44 1.70 6.83  0.463
23 H 3.64 0.92 5.90  0.319
24 H 3.37 1.89 4.43  -0.003
25 H 3.46 2.67 5.97  0.444
26 H 2.51 -1.02 5.23  0.313
27 H 0.88 -1.60 5.38  0.472
28 H 0.73 -0.42 7.68  0.362
29 H 2.49 -0.26 7.60  0.330
30 H 1.81 -1.83 7.60  0.454
31 C 4.28 4.56 2.96  -1.314
32 C 4.05 5.20 1.60  -0.365
33 N 3.72 4.28 0.55  0.604
34 C 3.79 4.88 -0.78  0.102
35 C 5.18 5.28 -1.23  -1.504
36 C 2.51 3.54 0.76  0.117
37 C 2.53 2.22 0.00  1.360
38 H 5.02 3.76 2.90  0.296
39 H 3.36 4.25 3.43  0.277
40 H 4.71 5.33 3.61  0.487
41 H 3.19 5.90 1.70  0.316
42 H 4.87 5.86 1.32  0.517
43 H 3.36 4.15 -1.46  -0.055
44 H 3.11 5.76 -0.82  0.350
45 H 5.86 4.43 -1.20  0.265
46 H 5.11 5.58 -2.28  0.434
47 H 5.62 6.14 -0.73  0.479
48 H 1.59 4.14 0.59  0.191
49 H 2.52 3.26 1.81  -0.634
50 H 3.49 1.70 0.14  0.440
51 H 2.46 2.36 -1.08  -1.071
52 H 1.75 1.52 0.29  -0.824
53 C 4.99 1.80 -2.64  -1.336
54 C 4.60 0.34 -2.59  0.000
55 N 3.74 -0.08 -3.68  0.814
56 C 4.28 0.04 -5.01  -0.605
57 C 5.06 -1.25 -5.38  -1.084
58 C 2.37 0.45 -3.51  -0.170
59 C 1.36 -0.36 -4.27  0.540
60 H 5.55 2.11 -3.52  0.338
61 H 5.58 2.07 -1.76  0.525
62 H 4.09 2.42 -2.62  0.034
63 H 5.52 -0.26 -2.69  0.170
64 H 4.24 0.03 -1.61  0.076
65 H 3.55 0.26 -5.78  0.579
66 H 5.05 0.82 -5.04  0.278
67 H 5.63 -1.06 -6.29  0.489
68 H 5.78 -1.40 -4.58  0.219
69 H 4.43 -2.13 -5.47  0.203
70 H 2.37 1.51 -3.83  0.531
71 H 2.13 0.43 -2.44  -0.620
72 H 1.61 -0.53 -5.31  0.786
73 H 0.36 0.10 -4.23  -0.477
74 H 1.17 -1.31 -3.75  -0.663
75 C 1.24 -4.59 -3.31  -1.442
76 C 1.79 -4.09 -1.96  2.088
77 N 3.19 -4.26 -1.77  1.347
78 C 3.67 -5.61 -1.57  -0.695
79 C 2.93 -6.34 -0.48  -0.949
80 C 3.98 -3.44 -2.65  0.536
81 C 5.44 -3.31 -2.20  -1.565
82 H 1.72 -4.08 -4.15  0.403
83 H 0.17 -4.41 -3.37  0.205
84 H 1.44 -5.66 -3.40  0.453
85 H 1.57 -3.02 -1.87  -1.205
86 H 1.18 -4.57 -1.19  -1.206
87 H 4.73 -5.65 -1.36  0.493
88 H 3.48 -6.19 -2.50  0.299
89 H 3.40 -7.28 -0.18  0.491
90 H 1.90 -6.55 -0.75  0.118
91 H 2.88 -5.80 0.48  0.129
92 H 3.95 -3.76 -3.70  0.510
93 H 3.54 -2.43 -2.54  -0.442
94 H 6.08 -4.13 -2.52  0.392
95 H 5.86 -2.36 -2.50  0.289
96 H 5.43 -3.36 -1.10  0.217
97 C -0.23 3.39 -2.36  0.249
98 C -0.78 3.16 -3.77  0.402
99 O -0.63 4.01 -4.64  -0.718
100 N -1.36 1.96 -3.99  0.457
101 C -1.88 1.54 -5.29  -0.883
102 H -0.97 3.12 -1.60  -0.017
103 H 0.05 4.43 -2.22  0.568
104 H 0.65 2.77 -2.24  -0.497
105 H -1.51 1.28 -3.25  -0.252
106 H -2.93 1.28 -5.16  0.250
107 H -1.29 0.69 -5.63  0.186
108 H -1.89 2.34 -6.02  0.437
109 C -7.07 0.46 3.57  -1.404
110 C -5.88 0.44 2.65  0.669
111 O -5.85 -0.37 1.71  -0.386
112 N -4.88 1.34 2.86  0.372
113 C -4.78 2.21 4.01  -1.221
114 H -7.00 -0.34 4.31  0.161
115 H -7.94 0.28 2.95  0.310
116 H -7.22 1.38 4.13  0.493
117 H -4.04 1.27 2.32  -0.010
118 H -3.78 2.63 4.10  0.251
119 H -5.06 1.73 4.94  0.402
120 H -5.45 3.09 3.97  0.327
121 C 4.67 -3.50 2.17  -1.256
122 C 3.61 -2.42 2.00  0.535
123 O 3.29 -1.70 2.97  -0.617
124 N 3.00 -2.38 0.79  0.426
125 C 1.98 -1.43 0.43  1.449
126 H 5.64 -3.00 2.21  0.312
127 H 4.75 -4.16 1.30  0.151
128 H 4.51 -4.09 3.06  0.363
129 H 3.28 -3.04 0.07  -0.293
130 H 1.10 -1.96 0.08  -0.320
131 H 2.35 -0.83 -0.42  0.261
132 H 1.72 -0.79 1.26  -1.137
133 C -0.90 -4.76 1.23  -0.611
134 C -1.84 -4.45 0.11  0.481
135 O -2.90 -3.90 0.30  -0.575
136 N -1.54 -4.99 -1.11  0.127
137 C -0.80 -6.23 -1.34  -0.564
138 H 0.09 -5.06 0.91  0.020
139 H -1.30 -5.57 1.85  0.435
140 H -0.76 -3.90 1.88  -0.075
141 H -2.22 -4.76 -1.82  0.215
142 H -1.25 -6.71 -2.21  0.430
143 H -0.89 -6.91 -0.50  0.341
144 H 0.25 -6.04 -1.54  -0.287
145 C -4.38 -2.01 -4.90  -1.573
146 C -3.45 -2.07 -3.68  0.223
147 O -3.95 -2.15 -2.56  -0.334
148 N -2.11 -1.91 -3.91  1.418
149 C -1.49 -2.27 -5.17  -1.144
150 H -4.04 -1.32 -5.67  0.385
151 H -5.33 -1.64 -4.52  0.367
152 H -4.55 -3.01 -5.30  0.321
153 H -1.57 -1.81 -3.06  -0.568
154 H -1.72 -1.57 -5.97  0.322
155 H -1.86 -3.25 -5.50  0.425
156 H -0.41 -2.36 -5.11  0.094
157 C -7.64 1.48 -1.46  -1.257
158 C -6.22 1.01 -1.62  0.615
159 O -5.92 -0.17 -1.41  -0.448
160 N -5.26 1.96 -1.86  0.304
161 C -5.45 3.37 -2.08  -1.213
162 H -8.36 0.75 -1.79  0.361
163 H -7.85 2.45 -1.91  0.406
164 H -7.78 1.54 -0.38  0.189
165 H -4.33 1.59 -1.95  -0.130
166 H -5.78 3.92 -1.19  0.409
167 H -6.08 3.62 -2.94  0.366
168 H -4.49 3.82 -2.37  0.299
169 C -2.22 4.76 2.76  -0.668
170 C -1.69 6.01 2.10  0.248
171 O -0.50 6.31 2.18  -0.694
172 N -2.55 6.79 1.42  -0.120
173 C -4.02 6.68 1.42  -0.846
174 H -2.46 3.95 2.07  0.332
175 H -3.11 5.06 3.32  0.466
176 H -1.43 4.46 3.43  0.166
177 H -2.16 7.52 0.85  0.289
178 H -4.44 6.96 2.39  0.303
179 H -4.34 5.66 1.18  0.235
180 H -4.40 7.34 0.66  0.314
181 C -6.29 -3.21 4.81  -1.177
182 C -5.13 -2.78 3.92  0.407
183 O -5.16 -2.98 2.71  -0.490
184 N -4.08 -2.18 4.51  -0.007
185 C -2.82 -1.90 3.83  -0.456
186 H -6.64 -4.16 4.42  0.318
187 H -7.09 -2.49 4.86  0.230
188 H -5.89 -3.44 5.81  0.425
189 H -4.10 -2.07 5.51  0.263
190 H -2.05 -1.76 4.58  0.282
191 H -2.87 -0.95 3.29  0.055
192 H -2.52 -2.69 3.15  0.109